## P
Computed, not measured: a 2-piece molecular cluster, CH2ClFO overall, with ωB97M-V/def2-TZVPD.

Each line ends with the natural charge from an NBO analysis.
Geometry (Å):
C -0.62434 0.27296 -0.17555  0.38
O 1.15071 -0.84545 0.55913  -0.90
F -0.56720 1.27650 0.64498  -0.27
Cl -1.84138 -0.89546 0.01520  0.13
H 0.06125 0.55438 -1.01897  0.23
H 1.82097 -0.36294 -0.02479  0.42

Summary:
LUMO (spin up / spin down), eV: -0.69 / -0.66
2S+1: 1
Total charge: 0
HOMO (spin up / spin down), eV: -9.7 / -9.8

## Q
Computed, not measured: one molecule with the formula CH2ClFO, with ωB97M-V/def2-TZVPD.

Each line ends with the natural charge from an NBO analysis.
Geometry (Å):
O 0.32089 -1.00519 0.81523  -0.75
C -0.02662 0.38054 -0.18899  0.39
F 0.47996 0.13477 -1.39561  -0.32
Cl 0.65671 1.71958 0.60051  0.06
H -0.34065 -1.60015 0.56543  0.45
H -1.09030 0.37044 -0.39657  0.17

Summary:
LUMO, eV: 0.82
2S+1: 1
Total charge: 0
SMILES: O[C@H](F)Cl
HOMO, eV: -11.3

The structure with the most favorable energy is Q; the runner-up is 0.0831 hartree above it.

## P
Computed, not measured: a 2-piece molecular cluster, C5H15N3 overall, with ωB97M-V/def2-TZVPD.

Each line ends with the natural charge from an NBO analysis.
Geometry (Å):
C -2.60658 -0.12499 0.00689  0.61
C 1.26926 1.52227 0.10630  -0.32
C 2.31076 -0.62696 0.73841  -0.45
C 1.08429 -0.36548 -1.37318  -0.45
C -0.06441 -0.47380 0.80456  -0.04
N -3.14694 0.53808 -0.99342  -0.79
N -3.19311 -0.36772 1.14203  -0.79
N 1.10267 -0.04111 0.03582  -0.29
H 1.58541 1.52177 1.11916  0.23
H 1.92853 1.70021 -0.65278  0.23
H 0.27698 1.86413 -0.05938  0.22
H 3.08760 0.00112 1.01752  0.27
H 2.11997 -0.98591 1.71643  0.26
H 2.73098 -1.48327 0.28434  0.27
H 1.04632 -1.40498 -1.65536  0.26
H 0.31545 0.10158 -2.02774  0.25
H 2.06905 0.16263 -1.76387  0.25
H -0.29701 -1.52311 0.70063  0.23
H -0.30610 0.16502 1.66579  0.24
H -2.60437 0.73866 -1.85686  0.46
H -4.18493 0.70438 -0.89363  0.45
H -2.70908 -0.83250 1.93504  0.46
H -4.22519 -0.09466 1.22244  0.45

Summary:
LUMO (spin up / spin down), eV: -10.10 / -9.16
2S+1: 1
Total charge: +2
HOMO (spin up / spin down), eV: -18.3 / -19.1

## Q
Computed, not measured: a 2-piece molecular cluster, C5H15N3 overall, with ωB97M-V/def2-TZVPD.

Each line ends with the natural charge from an NBO analysis.
Geometry (Å):
C 2.41024 0.62818 -0.02945  0.73
C -2.33422 1.12986 0.75124  -0.59
C -0.36266 -1.96803 0.33627  -0.70
C -0.86686 0.65572 0.20038  -0.52
C -0.75412 -0.67786 -0.27737  0.27
N 2.59753 0.22367 1.18799  -0.77
N 3.27534 1.18425 -0.84725  -0.78
N -1.61775 -0.89480 -1.47035  -0.73
H -2.87678 1.20047 -0.17393  0.19
H -2.24022 2.12798 1.37105  0.28
H -2.80876 0.40074 1.38902  0.24
H 0.04460 -2.63595 -0.44045  0.26
H -1.30520 -2.57801 0.72869  0.27
H 0.35698 -1.70431 1.09155  0.24
H -0.20982 0.75474 1.01968  0.22
H -0.54366 1.39611 -0.59839  0.24
H 1.86298 0.13727 1.81790  0.44
H 3.49027 0.57118 1.60453  0.45
H 3.15352 1.30142 -1.85380  0.47
H 4.26376 1.34960 -0.56047  0.45
H -1.21521 -0.46143 -2.34411  0.46
H -2.42981 -0.27645 -1.29651  0.45
H -1.89014 -1.86435 -1.60622  0.46

Summary:
LUMO (spin up / spin down), eV: -7.83 / -10.29
2S+1: 1
Total charge: +2
HOMO (spin up / spin down), eV: -19.4 / -15.8

The structure with the most favorable energy is Q; the runner-up is 0.0348 hartree above it.

## P
Computed, not measured: CH7N3O as an isolated structure, with ωB97M-V/def2-TZVPD.

Each line ends with the natural charge from an NBO analysis.
Geometry (Å):
C 0.65476 1.18193 -0.27175  0.17
N -0.41423 0.01312 0.33074  -0.18
N 0.73500 -1.31220 0.69453  -0.66
N -1.61033 -0.14770 -0.37953  -0.61
O 1.79620 0.80542 0.16024  -0.81
H -0.61795 0.25558 1.29833  0.40
H 1.69637 -0.96696 0.79261  0.42
H 0.71474 -1.78621 -0.21105  0.33
H -1.40841 -0.48870 -1.31494  0.37
H -2.23803 -0.79177 0.09361  0.37
H 0.24429 2.10947 0.16586  0.12
H 0.44758 1.12801 -1.35866  0.09

Summary:
LUMO, eV: 0.64
2S+1: 1
Total charge: 0
HOMO, eV: -8.1

## Q
Computed, not measured: a 2-piece molecular cluster, CH7N3O overall, with ωB97M-V/def2-TZVPD.

Each line ends with the natural charge from an NBO analysis.
Geometry (Å):
C -1.54484 -0.79468 0.39385  -0.13
N -1.42188 -0.00428 -0.59948  -0.28
N -1.09188 1.29361 -0.36660  -0.65
H -1.13607 -0.57605 1.38005  0.16
H -1.92867 -1.78171 0.20831  0.19
H -1.02947 1.81350 -1.22951  0.37
H -0.26739 1.40509 0.22458  0.37
N 1.84429 0.02147 0.42957  -0.55
O 1.35300 -0.83290 -0.59378  -0.63
H 2.46574 0.69230 -0.02127  0.33
H 2.42244 -0.56859 1.02998  0.35
H 0.33472 -0.66776 -0.85571  0.49

Summary:
LUMO, eV: 1.15
2S+1: 1
Total charge: 0
SMILES: C=NN.NO
HOMO, eV: -9.1

The structure with the most favorable energy is Q; the runner-up is 0.0384 hartree above it.

## P
Computed, not measured: one molecule with the formula C12H10O2, with ωB97M-V/def2-TZVPD.

Each line ends with the natural charge from an NBO analysis.
Geometry (Å):
O 1.25872 -2.07820 0.72040  -0.65
C 1.48957 -0.81276 1.03929  0.26
C 2.24606 -0.36724 2.13538  -0.28
C 2.67644 0.98606 2.21371  -0.20
C 2.44820 1.79832 1.13078  -0.24
C 1.69233 1.36610 0.04811  -0.24
C 1.22948 0.09586 -0.01874  0.23
O 0.65759 -0.52656 -1.06764  -0.47
C -0.69253 -0.47613 -1.12659  0.29
C -1.24286 -0.58131 -2.37085  -0.25
C -2.59316 -0.24863 -2.55275  -0.19
C -3.46690 -0.08054 -1.44821  -0.25
C -2.93149 -0.19556 -0.16614  -0.20
C -1.54642 -0.37642 -0.03367  -0.28
H 1.22504 -2.61344 1.53745  0.48
H 2.54952 -0.98860 2.94675  0.21
H 3.43376 1.16263 2.97224  0.22
H 2.75397 2.84951 1.24230  0.22
H 1.36002 2.01999 -0.80785  0.23
H -0.53778 -0.64601 -3.19697  0.22
H -2.87305 0.08316 -3.54266  0.22
H -4.52258 0.18930 -1.58823  0.22
H -3.37525 -0.17024 0.81317  0.22
H -1.23867 -0.38930 1.12071  0.23

Summary:
LUMO, eV: 0.71
2S+1: 1
Total charge: 0
SMILES: Oc1ccccc1Oc1ccccc1
HOMO, eV: -8.6

## Q
Computed, not measured: C12H10O2 as an isolated structure, with ωB97M-V/def2-TZVPD.

Each line ends with the natural charge from an NBO analysis.
Geometry (Å):
C -0.65553 -1.53953 1.64547  -0.16
C 0.10685 -2.55235 1.17290  -0.21
C 1.32336 -1.32241 -0.35890  -0.03
C 0.63264 0.84600 -0.95179  -0.03
C -0.86077 0.44419 2.00614  0.21
C -0.38805 -0.22762 1.00057  -0.37
C 0.51085 -0.21143 -0.14065  -0.15
C 1.14892 -2.52282 0.22145  -0.21
C 1.97353 -3.68484 -0.06248  0.43
C -1.69384 1.98407 -1.00212  -0.42
C -0.17965 2.09758 -1.04930  -0.32
C -0.97279 2.95888 -0.08426  0.09
O 1.66274 -4.84097 -0.08246  -0.50
O -0.81486 4.31074 -0.34063  -0.68
H -1.41250 -1.63441 2.34495  0.25
H -0.29194 -3.44970 1.69074  0.24
H 2.15203 -1.29650 -0.95347  0.20
H 1.30561 0.65776 -1.68915  0.20
H -0.94516 2.63939 1.02648  0.19
H 3.00166 -3.43298 -0.42867  0.10
H -2.24892 2.34947 -1.80318  0.23
H -2.04953 1.08472 -0.40150  0.24
H 0.36120 2.73446 -1.77307  0.24
H -1.66584 4.60829 0.01294  0.47

Summary:
LUMO, eV: -0.85
2S+1: 1
Total charge: 0
HOMO, eV: -8.0

The structure with the most favorable energy is P; the runner-up is 0.2263 hartree above it.

## P
Computed, not measured: a 4-piece molecular cluster, C2H10NO5 overall, with ωB97M-V/def2-TZVPD.

Each line ends with the natural charge from an NBO analysis.
Geometry (Å):
O -0.57805 0.59217 2.69498  -0.71
C -0.83213 0.00159 1.63721  0.53
N -1.17980 0.62790 0.51474  -0.63
C -1.37737 -0.05538 -0.81337  0.13
O -0.43357 -0.97198 -1.07684  -0.93
H -0.80681 -1.09232 1.61262  0.12
H -0.98877 1.61760 0.52591  0.38
H -1.36131 0.80214 -1.52388  0.10
H -2.39882 -0.47781 -0.80981  0.10
H 2.29922 0.73368 -3.52269  0.45
H 0.96974 0.26749 -2.82103  0.51
O 1.66732 0.94189 -2.84403  -0.97
H 2.98663 1.27412 4.51491  0.47
H 2.12519 1.05315 5.67253  0.47
O 3.06822 1.16535 5.47248  -0.94
H -0.76985 -2.70043 -3.60336  0.44
H -1.02291 -1.74489 -2.36084  0.51
O -1.36694 -2.03428 -3.26952  -1.03

Summary:
LUMO, eV: 3.49
2S+1: 1
Total charge: -1
HOMO, eV: -4.1

## Q
Computed, not measured: a 4-piece molecular cluster, C2H10NO5 overall, with ωB97M-V/def2-TZVPD.

Each line ends with the natural charge from an NBO analysis.
Geometry (Å):
O 0.25358 0.17777 2.38139  -0.69
C -0.54652 0.09713 1.45666  0.52
N -0.36596 0.56237 0.21534  -0.63
C -1.30277 0.28016 -0.95667  0.14
O -0.82317 -0.65359 -1.77294  -0.92
H -1.58070 -0.26458 1.57271  0.09
H 0.58340 0.84831 0.01183  0.38
H -1.34040 1.29233 -1.40462  0.10
H -2.27512 0.08528 -0.50289  0.11
H 1.04981 0.09731 -2.41752  0.50
H 1.57306 -0.85735 -3.37235  0.46
O 1.71673 0.06348 -3.11483  -0.97
H 2.09485 1.88113 4.81190  0.48
H 3.13873 2.50548 3.86020  0.47
O 3.03631 2.05262 4.69910  -0.95
H -2.10965 -3.19255 -2.00270  0.44
H -1.93687 -1.64787 -2.19168  0.51
O -2.48476 -2.45998 -2.49537  -1.03

Summary:
LUMO, eV: 3.36
2S+1: 1
Total charge: -1
HOMO, eV: -4.7

The structure with the most favorable energy is Q; the runner-up is 0.0122 hartree above it.

## P
Computed, not measured: one molecule with the formula C5H13N2, with ωB97M-V/def2-TZVPD.

Each line ends with the natural charge from an NBO analysis.
Geometry (Å):
C 2.49460 -0.26384 -0.00980  -0.21
C 1.73050 1.01868 -0.30604  -0.49
C 0.41956 0.68548 -1.00742  -0.18
C -0.91541 0.90999 -0.54581  -0.55
N -1.65018 -0.21708 0.07793  -0.50
C -3.06512 -0.10269 0.40389  -0.41
N 1.61667 -1.28132 0.58508  -0.86
H 2.86197 -0.63329 -0.97014  0.19
H 3.35212 -0.11826 0.65790  0.17
H 1.42687 1.48667 0.63661  0.20
H 2.19356 1.76507 -0.94610  0.22
H 0.55470 0.04748 -1.89581  0.12
H -1.52847 1.74028 -0.79007  0.19
H -1.14092 -0.49612 0.92680  0.38
H -3.61160 0.24360 -0.47216  0.22
H -3.41185 -1.08274 0.73377  0.20
H -3.22557 0.57574 1.23131  0.22
H 1.14686 -1.06441 1.44941  0.35
H 2.16456 -2.12368 0.67239  0.36
H -1.41286 -1.08958 -0.43174  0.39

Summary:
LUMO (spin up / spin down), eV: 0.69 / 0.64
Expectation value of S²: 0.76
2S+1: 2
Total charge: 0
HOMO (spin up / spin down), eV: -5.5 / -5.4

## Q
Computed, not measured: one molecule with the formula C5H13N2, with ωB97M-V/def2-TZVPD.

Each line ends with the natural charge from an NBO analysis.
Geometry (Å):
C -0.98531 0.26273 2.37028  -0.63
C -1.28049 -0.74782 1.28210  -0.41
C 0.09270 -1.57859 0.75486  -0.39
C 0.92168 -0.38764 0.12552  -0.23
N 0.24506 -0.32659 -1.24380  -0.64
C 0.18083 0.74605 -2.01613  0.00
N 0.87246 1.78750 -1.59444  -0.86
H -1.77780 0.97662 2.71612  0.22
H -0.61485 -0.17607 3.29197  0.20
H -0.25576 1.02492 2.06601  0.20
H -2.11524 -1.47785 1.49843  0.21
H -1.58185 -0.13805 0.37525  0.22
H -0.20857 -2.25709 -0.07325  0.20
H 0.71026 -2.08864 1.50918  0.21
H 0.83196 0.61618 0.71941  0.18
H 2.00758 -0.44350 -0.00288  0.19
H -0.24614 -1.18679 -1.61511  0.38
H -0.51357 0.66308 -2.91167  0.17
H 1.27519 1.88172 -0.62497  0.38
H 1.08965 2.61080 -2.18054  0.39

Summary:
LUMO (spin up / spin down), eV: 1.09 / 1.05
Expectation value of S²: 0.75
2S+1: 2
Total charge: 0
HOMO (spin up / spin down), eV: -3.8 / -8.6

The structure with the most favorable energy is Q; the runner-up is 0.0566 hartree above it.